This record from OMol25 describes a molecular structure, C20H29BBeCl4F10N8O4S2 in a non-equilibrium geometry. The level of theory is ωB97M-V/def2-TZVPD.

Properties
Spin multiplicity   2
Kohn-Sham gap (alpha / beta)   7.28 / 9.09 eV
Strongest force on any atom   5.813 eV/A
Total charge   -1
E_LUMO (alpha / beta)   1.451 / 0.518 eV
E_HOMO (alpha / beta)   -5.8 / -8.6 eV

CARTESIAN COORDINATES (ANGSTROEM)
Cl  4.9408  -32.4320  19.5106
Cl  5.4486  -28.2062  24.2734
Cl  1.8141  -32.8354  20.8827
Cl  4.0088  -24.9582  24.4071
S  3.2985  -27.7376  20.1062
S  1.6255  -28.0258  18.1160
F  -2.1814  -27.5124  19.4708
F  3.0020  -26.0174  22.0390
F  -4.4358  -27.3593  18.9973
F  -3.3805  -25.8480  20.1790
F  5.0286  -26.2008  21.3553
F  3.3895  -27.3701  16.0851
F  3.2218  -25.9128  17.6137
F  3.6348  -25.0364  20.1414
F  1.7454  -26.1615  15.9722
F  -2.9211  -25.9606  17.9514
O  3.3628  -28.7675  21.1277
O  4.2685  -27.8344  19.0111
O  2.2184  -29.3119  17.7872
O  0.1814  -27.9367  17.8646
N  -0.2236  -25.4722  22.3151
N  1.7979  -27.4675  19.7268
N  8.3246  -26.0846  16.6943
N  8.3862  -26.5938  22.5133
N  -2.7376  -25.2421  15.1046
N  8.0984  -22.3257  21.8795
N  5.4364  -23.1528  18.5489
N  -4.2640  -30.7398  18.0438
C  5.5100  -22.6962  21.8662
C  7.3618  -25.5415  16.2226
C  -1.9752  -25.8656  14.5293
C  3.3941  -22.4603  17.0436
C  3.7908  -26.1231  20.9770
C  -1.0707  -26.6994  13.7926
C  0.9220  -23.1651  21.7409
C  7.2720  -27.6862  20.3944
C  6.1069  -24.9018  15.7856
C  7.8878  -27.0371  21.5534
C  -2.6225  -29.3683  16.5184
C  2.2927  -31.8380  19.5138
C  5.7341  -25.4397  24.4335
C  4.5290  -22.8554  17.9175
C  -3.5768  -30.1310  17.3729
C  6.9704  -22.4959  21.9165
C  0.2776  -24.4304  22.0466
C  5.7412  -26.7208  25.2722
C  3.3470  -32.4600  18.6450
C  2.5123  -26.7771  16.8246
B  -3.2301  -26.6854  19.0762
Be  -0.2657  -27.5763  20.9220
H  1.5261  -22.7845  22.5644
H  6.4728  -23.8751  15.7784
H  -0.8422  -27.5584  14.4235
H  3.2914  -33.5388  18.4998
H  6.2323  -24.6299  24.9664
H  -1.7555  -29.9957  16.3115
H  2.6126  -30.8697  19.8988
H  -3.1465  -29.1500  15.5879
H  5.0595  -22.4321  22.8229
H  -2.4152  -28.3803  16.9294
H  5.9905  -25.1913  14.7412
H  3.2022  -21.4113  17.2692
H  3.4310  -31.9532  17.6836
H  6.7646  -26.9020  25.6007
H  -1.3718  -27.0920  12.8214
H  1.6919  -23.2722  20.9768
H  5.0424  -26.6700  26.1071
H  -0.1070  -26.2118  13.6451
H  5.3412  -23.7625  21.7160
H  5.2053  -25.0462  16.3808
H  0.2003  -22.5070  21.2570
H  7.9272  -28.5106  20.1131
H  6.3562  -28.1837  20.7136
H  7.3627  -27.0315  19.5277
H  1.4046  -31.5976  18.9294
H  3.8661  -22.4823  16.0614
H  5.1990  -22.1642  20.9671
H  2.5996  -23.1976  17.1583
H  6.0657  -25.4529  23.3952

This record from OMol25 describes a gas-phase ion, CH3ClO2PS (charge -1) in a non-equilibrium geometry. The level of theory is ωB97M-V/def2-TZVPD.

Properties
Energy relative to the best compared isomer or geometry (same formula, charge and spin)   1.695 eV
Kohn-Sham gap   7.50 eV
Strongest force on any atom   2.217 eV/A
Total charge   -1
E_LUMO   3.672 eV
E_HOMO   -3.8 eV

CARTESIAN COORDINATES (ANGSTROEM)
Cl  2.4751  1.3301  -0.5485
S  -0.2517  -0.1963  -1.4525
P  0.4207  1.7306  -0.7578
O  -1.4596  -0.9033  0.7831
O  0.0363  1.6254  0.6661
C  -0.1668  -0.9856  0.0955
H  -1.7322  0.0449  0.8495
H  0.7506  -0.5738  0.5103
H  -0.0724  -2.0719  -0.1458

This record from OMol25 describes 2 unconnected molecules or ions with the total composition C5H9NO. The level of theory is ωB97M-V/def2-TZVPD.

Properties
Energy relative to the best compared isomer or geometry (same formula, charge and spin)   3.152 eV
Kohn-Sham gap   9.29 eV
Strongest force on any atom   0.516 eV/A
E_LUMO   0.851 eV
E_HOMO   -8.4 eV

CARTESIAN COORDINATES (ANGSTROEM)
O  2.1515  0.6627  -2.2767
N  -0.4476  -1.2189  1.2961
C  0.0241  1.1853  1.5482
C  -0.6868  -1.5018  -0.0535
C  1.1182  1.1580  -1.9024
C  0.2449  -0.1061  1.7940
C  -1.1668  -0.7036  -1.0074
H  -0.2420  -2.0537  1.8192
H  0.9213  1.3918  -0.8412
H  -1.2333  -1.0874  -2.0197
H  -1.5229  0.3024  -0.8243
H  0.7017  1.9182  1.9753
H  1.0713  -0.3802  2.4503
H  0.2968  1.4097  -2.6059
H  -0.4196  -2.5251  -0.3109
H  -0.8108  1.5488  0.9590

This record from OMol25 describes 9 unconnected molecules or ions with the total composition C45H74F4N6O27P in a non-equilibrium geometry. The level of theory is ωB97M-V/def2-TZVPD.

Properties
Kohn-Sham gap   9.00 eV
Strongest force on any atom   1.920 eV/A
Total charge   +1
E_LUMO   -2.901 eV
E_HOMO   -11.9 eV

CARTESIAN COORDINATES (ANGSTROEM)
P  0.9048  0.6163  3.5186
F  0.0352  2.4665  -2.6158
F  -1.7687  0.8938  -1.4991
F  -2.2643  3.0248  -1.3106
F  0.8060  1.3264  -0.8877
O  -8.2301  -4.7628  1.2034
O  6.9686  0.4380  0.7751
O  -7.6814  -2.6551  1.6801
O  5.1576  0.6632  2.0516
O  -3.7554  -3.7600  -8.1229
O  3.4802  4.6444  -3.8752
O  7.6213  -5.5232  -1.1180
O  -3.4955  1.5237  2.8818
O  5.5242  -6.1566  -0.6291
O  5.6916  -4.0744  -4.8480
O  6.6126  -0.9917  2.4787
O  -5.4594  -4.0259  -6.7114
O  2.9615  8.6778  4.4778
O  5.9905  -2.6631  -6.5687
O  1.6500  -5.4189  -1.4262
O  7.0086  -5.7311  1.0068
O  -7.0116  1.5034  3.1350
O  0.2129  -5.9995  -3.0543
O  -5.6306  -4.7956  -8.8222
O  1.1400  7.3928  4.4392
O  2.9460  5.6769  -5.7769
O  -6.9083  -4.3267  2.9727
O  0.9271  9.6310  4.2902
O  2.2607  -5.2117  -3.5585
O  -4.4175  -0.5587  3.2162
O  4.3381  -2.2862  -5.1257
O  5.0038  5.9517  -4.8982
N  -1.4477  0.4066  0.9547
N  -1.7410  4.4486  5.8068
N  -4.1223  -2.2710  -2.8534
N  1.3978  4.8011  1.3297
N  -0.8276  0.9307  3.2787
N  -1.6226  -1.1397  2.6448
C  -3.4372  -2.9790  -6.9714
C  6.6158  -5.8294  -0.2773
C  -2.1530  -2.1677  1.7540
C  -1.3022  0.0748  2.2957
C  -1.2609  -3.0429  -0.5016
C  1.2745  -5.5805  -2.7159
C  3.2936  -4.5640  -2.8041
C  -8.3168  -2.6190  0.3931
C  1.8788  4.7632  -5.5143
C  -1.0263  4.5739  4.5238
C  -1.1191  -3.0519  1.0289
C  4.4110  -1.1222  -5.9562
C  3.0731  -5.1325  -1.4209
C  -4.3639  -3.5558  -5.9192
C  5.2100  1.8374  1.2279
C  1.6108  8.6727  4.3941
C  -2.7121  -3.1689  -1.0099
C  5.1972  -1.6254  -7.1500
C  -2.6742  2.5446  3.4571
C  -5.0130  -4.2519  -7.9725
C  1.6347  -0.0883  1.9976
C  2.2558  6.5053  4.3262
C  1.0475  -0.6911  4.7867
C  -1.4391  2.0466  -0.8326
C  2.0740  4.4597  -4.0417
C  8.4346  -5.5601  1.0254
C  0.1921  5.0887  1.6066
C  8.7036  -4.9814  -0.3492
C  3.9223  5.4773  -4.8585
C  -5.5512  -0.3112  2.3870
C  3.4078  7.3599  4.8136
C  6.1504  1.4104  0.1175
C  -1.1910  2.3759  3.0796
C  -0.3812  3.2329  4.0821
C  6.2850  -0.0566  1.8298
C  -7.5475  -3.9622  2.0444
C  -1.0219  4.2332  1.2656
C  -0.8744  2.7476  1.6104
C  -3.9187  0.5572  3.8527
C  0.0001  2.3643  -1.2539
C  -9.0473  -3.9464  0.3571
C  -6.7763  0.0957  3.2097
C  -3.1991  -1.9124  -1.7533
C  -1.6918  1.8319  0.6768
C  5.3731  -3.1055  -5.4520
H  1.0788  -1.6908  4.3484
H  -2.7502  2.4781  4.5435
H  4.5578  -2.0606  -7.9192
H  -0.2627  2.6760  5.0091
H  0.2403  -0.6124  5.5099
H  -8.9801  -1.7609  0.3219
H  2.0087  3.8804  -6.1429
H  1.5462  5.1687  -3.3988
H  -3.6486  -1.1930  -1.0634
H  0.1790  2.4849  1.4538
H  -5.7741  -1.2489  1.8843
H  -4.6567  1.0388  4.5040
H  -0.6154  0.0685  0.4730
H  2.5526  -0.5739  2.3372
H  2.3624  6.2091  3.2809
H  4.2713  -4.7933  -3.2073
H  -6.3416  1.9048  2.5826
H  0.3726  3.3144  -0.8722
H  8.7275  -4.9007  1.8362
H  8.6345  -3.8947  -0.3646
H  -2.7513  2.0255  0.8273
H  -2.3210  -1.4706  -2.2204
H  -4.7021  -2.8259  -5.1981
H  5.6284  0.9267  -0.7102
H  -2.7538  -2.8118  2.3926
H  -2.7486  -3.9650  -1.7481
H  4.3496  7.1384  4.3194
H  -0.1994  5.2547  4.7092
H  -0.0103  6.0306  2.1153
H  1.0672  -0.8527  1.4627
H  6.7595  2.2218  -0.2701
H  -7.6620  -0.4665  2.9348
H  -0.1194  -2.6931  1.2915
H  -3.0630  0.2254  4.4394
H  3.3202  -4.4327  -0.6263
H  1.4080  3.8959  0.8525
H  3.6140  -6.0556  -1.2591
H  3.4128  -0.7764  -6.2113
H  -9.1113  -4.3769  -0.6380
H  -10.0477  -3.8849  0.7870
H  3.5485  7.2977  5.8938
H  -1.2041  4.3937  0.2021
H  0.9197  5.2216  -5.7388
H  -2.8449  -1.6886  1.0686
H  4.9384  -0.3353  -5.4131
H  -2.7340  4.3470  5.6360
H  4.2160  2.0984  0.8718
H  1.9393  0.7376  1.3635
H  -3.6534  -1.9300  -7.1889
H  -1.6277  5.0536  3.7523
H  -3.3853  -3.3970  -0.1831
H  0.5881  3.4781  3.6620
H  -3.9199  -4.3994  -5.3899
H  2.1001  5.6169  4.9359
H  3.1343  -3.4840  -2.8505
H  8.8987  -6.5369  1.1670
H  -1.6456  5.3173  6.3164
H  -3.0597  3.5009  3.1143
H  -0.7444  -2.1643  -0.8944
H  5.6060  2.6631  1.8202
H  9.6572  -5.2867  -0.7702
H  -1.9078  4.6508  1.7416
H  -0.7189  -3.9102  -0.8774
H  -7.5464  -2.5438  -0.3771
H  -5.3470  0.4163  1.5986
H  -6.5313  -0.1373  4.2483
H  1.7923  3.4490  -3.7694
H  -2.3844  -3.0830  -6.7208
H  -1.1601  -4.0759  1.3910
H  5.8331  -0.8680  -7.5995
H  -1.5311  -1.3709  3.6224
H  -3.9987  -1.5600  -3.5651
H  -5.0818  -2.1506  -2.5493
H  2.0006  -0.5345  5.2870

This record from OMol25 describes a molecular structure, C14H31O3P in a non-equilibrium geometry. The level of theory is ωB97M-V/def2-TZVPD.

Properties
Energy relative to the best compared isomer or geometry (same formula, charge and spin)   15.636 eV
Kohn-Sham gap   9.77 eV
Strongest force on any atom   15.052 eV/A
E_LUMO   0.756 eV
E_HOMO   -9.0 eV

CARTESIAN COORDINATES (ANGSTROEM)
P  -0.4845  -0.8987  -0.8962
O  -1.2697  -0.2724  -2.2406
O  2.0866  -0.9651  0.2263
O  -0.6592  1.3531  0.8194
C  2.2343  -0.1247  1.3220
C  0.3294  -4.3282  -3.9306
C  -2.8134  2.6112  -0.2506
C  3.5857  1.9545  2.1288
C  -3.3553  3.0282  1.1245
C  -0.7007  -3.4304  -1.9606
C  0.4109  -3.5566  -2.6987
C  1.2464  -0.3693  -0.8721
C  3.1765  0.8282  1.0880
C  -4.8703  3.1203  0.9953
C  -1.1880  -0.1475  0.6296
C  3.7940  1.0375  3.7720
C  -0.7067  -2.7187  -0.5390
C  -1.1789  2.2559  -0.1252
H  -3.2396  2.1346  1.8023
H  3.9632  1.8159  4.2852
H  3.0900  0.5361  4.1359
H  -4.9097  3.8974  0.2878
H  1.2797  -4.0710  -4.7679
H  -0.4845  -4.1788  -4.4764
H  -2.6517  3.9049  1.3759
H  1.5555  -3.6299  -2.0231
H  4.3822  2.4374  1.9536
H  2.5001  2.1475  2.4220
H  -3.0095  3.1909  -1.1274
H  -5.2544  3.3092  1.9226
H  0.3002  -5.2540  -3.5825
H  -0.9415  -4.6177  -1.5602
H  4.4134  0.1388  1.0910
H  -1.5763  -3.0762  -2.3702
H  1.8418  -0.6854  -1.6527
H  4.7516  0.5602  3.4719
H  -0.6700  3.1194  0.0604
H  -0.9237  -0.6011  1.3448
H  1.3264  0.7941  -1.0064
H  0.1554  -2.8750  -0.0830
H  -3.2353  1.5457  -0.8270
H  2.3566  -0.6320  2.2595
H  3.2639  1.3082  0.0364
H  -5.2717  2.2812  0.4928
H  -2.2722  -0.3343  0.6042
H  -0.7702  1.9121  -1.0868
H  1.3454  0.5568  1.6194
H  -1.4537  -2.7232  -0.0768
H  0.5015  -2.2893  -3.1176

This record from OMol25 describes 2 unconnected molecules or ions with the total composition C3H6O2. The level of theory is ωB97M-V/def2-TZVPD.

Properties
Energy relative to the best compared isomer or geometry (same formula, charge and spin)   3.996 eV
Kohn-Sham gap   9.42 eV
Strongest force on any atom   0.561 eV/A
E_LUMO   0.246 eV
E_HOMO   -9.2 eV

CARTESIAN COORDINATES (ANGSTROEM)
O  2.6184  0.4230  0.6349
O  -2.8015  1.4176  -0.2046
C  -1.6695  0.9181  0.2264
C  1.6327  0.1159  0.0032
C  1.0166  -1.2542  -0.0224
H  -2.8195  1.3283  -1.1718
H  1.0022  -1.6334  -1.0509
H  -1.7477  1.0721  1.3285
H  1.0948  0.8664  -0.6104
H  -0.0313  -1.1594  0.2782
H  1.5652  -1.9419  0.6240